Entry 1:
# C62H78AsBrKN7O2S2

C62H78AsBrKN7O2S2 as an isolated structure (ωB97M-V/def2-TZVPD, OMol25).

Results
**LUMO energy**: 3.67 eV
**Molecular weight**: 1211.411 g/mol
**Frontier orbital gap**: 5.21 eV

```
! RIJCOSX wB97M-V def2-TZVPD def2/J DEFGRID3
* xyz -2 1
K 0.8887 0.3277 -1.6651
O 5.0252 -1.9933 -4.4513
C 4.1725 -3.0395 -4.2645
C 4.3728 -4.1825 -5.0320
C 3.5159 -5.2659 -4.8961
C 2.4621 -5.2165 -3.9919
C 2.2722 -4.0671 -3.2325
C 3.1133 -2.9714 -3.3500
C 2.8002 -1.7100 -2.5292
O 1.8246 -1.8512 -1.6406
N 4.1310 -1.3093 -1.9034
N 4.0053 -0.1623 -1.1805
C 4.7918 -0.0032 -0.1981
C 4.6849 1.1529 0.6977
Br 2.9672 1.9238 0.8181
C 5.6505 1.6114 1.4945
C 7.0610 1.1787 1.5025
C 7.7349 0.7101 0.3709
C 9.0644 0.3176 0.4480
C 9.7571 0.3966 1.6483
C 9.1092 0.8884 2.7744
C 7.7809 1.2788 2.6971
H 4.8776 -1.3798 -3.6985
H 5.1993 -4.1974 -5.7341
H 3.6716 -6.1492 -5.5058
H 1.7873 -6.0589 -3.8888
H 1.4554 -3.9631 -2.5238
H 2.6505 -0.8871 -3.2705
H 4.5085 -2.0724 -1.3439
H 5.5222 -0.7613 0.0794
H 5.3883 2.3635 2.2301
H 7.2253 0.6790 -0.5840
H 9.5624 -0.0434 -0.4440
H 10.7946 0.0888 1.7027
H 9.6383 0.9676 3.7170
H 7.2783 1.6600 3.5800
N 0.9185 -0.5587 2.7510
C 1.4902 -1.2785 3.8886
C 2.8121 -1.9473 3.5318
C 2.7104 -2.8680 2.3156
N 3.0156 -2.1339 1.0878
H 0.1409 0.0252 3.0333
H 0.5447 -1.2109 2.0651
H 0.8130 -2.0533 4.2800
H 1.6573 -0.5623 4.6985
H 3.1493 -2.5148 4.4058
H 3.5723 -1.1872 3.3186
H 1.7088 -3.3339 2.3126
H 3.4253 -3.6880 2.4174
H 2.5620 -1.2238 1.1186
H 2.6242 -2.5621 0.2484
S 1.1654 -0.1402 -5.7909
C 2.4392 0.9978 -5.9025
C 2.0643 2.1977 -5.3792
C 0.7214 2.2297 -4.8750
C 0.1214 1.0097 -5.0236
C -1.2153 0.5208 -4.5317
C -2.2256 0.3437 -5.4844
C -3.6365 0.2638 -5.2520
C -4.3591 0.2848 -4.1034
C -3.7493 0.2912 -2.7354
N -1.2342 0.3091 -3.2256
H 3.3949 0.7216 -6.3261
H 2.7391 3.0429 -5.3195
H -1.9223 0.4696 -6.5160
H -4.2278 0.2031 -6.1648
H -5.4371 0.1680 -4.1664
H -4.4152 -0.2730 -2.0688
C 0.1093 -4.0681 -0.1001
C -0.3923 -4.9151 1.0680
C -1.4860 -5.8647 0.5553
C -0.8825 -4.2415 2.3545
C -0.8601 -5.0640 3.4807
C -1.2935 -4.6293 4.7189
C -1.7609 -3.3336 4.8456
C -1.8111 -2.4662 3.7589
C -2.3248 -1.0549 4.0068
C -3.8464 -1.0299 4.1679
C -1.6961 -0.4017 5.2421
C -1.3780 -2.9309 2.4963
N -1.3075 -2.0549 1.3786
C -2.3439 -1.4190 1.0242
C -2.4157 -0.5195 -0.1559
C -2.0666 -0.9975 -1.3573
C -2.3623 -0.4407 -2.7359
C -3.5615 1.6441 -2.1069
C -3.2087 1.8700 -0.8433
C -2.9436 0.8372 0.1719
N -3.0193 1.0698 1.4310
C -3.4963 2.3192 1.9076
C -2.5845 3.3572 2.1713
C -3.0674 4.5300 2.7430
C -4.4114 4.6901 3.0406
C -5.2949 3.6587 2.7730
C -4.8587 2.4599 2.2161
C -5.8582 1.3485 1.9446
C -6.7055 1.6550 0.7063
C -6.7691 1.0770 3.1438
C -1.1043 3.2339 1.8517
C -0.5785 4.4481 1.0855
C -0.2962 3.0138 3.1336
H 0.5674 -4.7409 -0.8339
H 0.8474 -3.3116 0.1676
H -0.7130 -3.5596 -0.5980
H 0.4554 -5.5302 1.3902
H -2.3581 -5.2859 0.2325
H -1.8165 -6.5681 1.3227
H -1.1223 -6.4322 -0.3067
H -0.4720 -6.0722 3.3697
H -1.2493 -5.2855 5.5796
H -2.0889 -2.9777 5.8162
H -2.0787 -0.4294 3.1529
H -4.1443 -1.6338 5.0323
H -4.3690 -1.4261 3.2951
H -4.1883 -0.0040 4.3290
H -2.0623 -0.8474 6.1718
H -1.9629 0.6578 5.2691
H -0.6085 -0.4817 5.2351
H -3.2961 -1.5401 1.5517
H -1.5908 -1.9748 -1.3585
H -2.5176 -1.3221 -3.3773
H -3.7135 2.5088 -2.7439
H -3.1018 2.8934 -0.4990
H -2.3741 5.3397 2.9434
H -4.7675 5.6164 3.4750
H -6.3482 3.7850 3.0000
H -5.2883 0.4413 1.7441
H -7.2932 2.5657 0.8643
H -7.4012 0.8349 0.5011
H -6.0822 1.8047 -0.1755
H -7.4661 1.9047 3.3057
H -6.2003 0.9374 4.0638
H -7.3660 0.1778 2.9688
H -0.9657 2.3597 1.2148
H -0.6031 5.3490 1.7086
H -1.1489 4.6336 0.1738
H 0.4535 4.2891 0.7688
H -0.3619 3.8952 3.7809
H 0.7576 2.8355 2.9005
H -0.6731 2.1582 3.7025
C -1.7364 3.6451 -4.8991
As -0.0727 3.8557 -3.8282
C 0.8674 5.1977 -4.8931
C -1.0520 5.2651 -2.6906
S 1.1033 3.2171 -2.0772
H -2.1557 4.6448 -5.0228
H -2.4625 3.0002 -4.4106
H -1.4763 3.1964 -5.8539
H 0.1998 6.0449 -5.0537
H 1.1761 4.7797 -5.8501
H 1.7373 5.5156 -4.3228
H -1.7099 5.9167 -3.2793
H -0.3002 5.8519 -2.1649
H -1.6427 4.7199 -1.9507
*
```


Entry 2:
# C5H12O

An isolated molecule of C5H12O (ωB97M-V/def2-TZVPD, OMol25).

Results
**ΔE to the lowest compared entry with this formula, charge and spin**: 0.103 eV
**LUMO energy**: 0.98 eV
**Molecular weight**: 88.150 g/mol
**Frontier orbital gap**: 11.10 eV

```
! RIJCOSX wB97M-V def2-TZVPD def2/J DEFGRID3
* xyz 0 1
C 1.9058 -0.2682 -0.7795
C 0.7680 -0.7386 0.1422
C -0.5496 0.0469 -0.0274
C -1.7062 -0.7606 0.5467
C -0.4537 1.4075 0.6714
O -0.8623 0.2166 -1.4079
H 2.0468 -0.9524 -1.6215
H 2.8588 -0.1951 -0.2500
H 1.7179 0.7274 -1.2004
H 1.0719 -0.6603 1.1933
H 0.5672 -1.7998 -0.0440
H -1.4995 -1.0340 1.5868
H -1.8396 -1.6739 -0.0413
H -2.6389 -0.1886 0.5093
H -0.3326 1.2725 1.7527
H -1.3620 1.9919 0.4929
H 0.4024 1.9912 0.3099
H -0.0945 0.6174 -1.8335
*
```